# 1
Density functional theory data (ωB97M-V with the def2-TZVPD basis set) for a cluster of 2 separate species, C6H12N2 in total in a non-equilibrium geometry.

Atoms and positions in Å:
C -1.42 1.01 0.95
C -1.06 -0.43 1.01
C -0.42 -1.04 2.05
N -0.12 -2.31 1.62
C -0.57 -2.40 0.34
N -1.10 -1.29 -0.08
H -0.66 1.66 0.52
H -1.77 1.45 1.88
H -2.33 1.14 0.36
H -0.16 -0.69 3.04
H 0.29 -3.04 2.18
H -0.44 -3.33 -0.19
C 1.96 1.17 -1.48
C 0.49 1.13 -1.95
H 2.36 0.16 -1.36
H 2.57 1.75 -2.17
H 2.04 1.64 -0.50
H 0.34 1.35 -3.01
H -0.08 1.93 -1.47
H 0.09 0.16 -1.71

HOMO (eV): -8.7
Energy relative to the best compared isomer or geometry (same formula, charge and spin) (kcal/mol): 5.9
Net charge: 0
HOMO-LUMO gap (eV): 9.54



# 2
Density functional theory data (ωB97M-V with the def2-TZVPD basis set) for a structure of composition C26H33F5N3PPdSSi in a non-equilibrium geometry.

Atoms and positions in Å:
Pd -0.09 0.31 0.81
C -0.22 -3.51 -2.89
N -0.30 -2.02 -3.19
C -1.72 -1.69 -3.64
N -2.67 -2.11 -2.67
C -2.53 -3.54 -2.40
N -1.19 -3.87 -1.92
C -0.93 -3.33 -0.58
P -1.05 -1.45 -0.47
C 0.07 -1.24 -1.98
C -2.64 -1.31 -1.45
H 0.79 -3.73 -2.55
H -0.42 -4.04 -3.82
H 0.34 -1.78 -3.95
H -1.88 -2.23 -4.58
H -1.78 -0.61 -3.80
H -2.72 -4.10 -3.32
H -3.26 -3.83 -1.64
H 0.07 -3.63 -0.25
H -1.65 -3.78 0.10
H 1.08 -1.53 -1.67
H 0.08 -0.17 -2.22
H -2.82 -0.26 -1.71
H -3.47 -1.63 -0.81
C 0.53 5.26 2.11
C 1.41 4.22 2.80
C 2.85 4.33 2.28
C 1.38 4.43 4.31
C 0.91 2.88 2.43
C 0.48 1.80 2.09
H 0.89 6.27 2.32
H -0.50 5.18 2.46
H 0.53 5.11 1.03
H 3.25 5.33 2.48
H 2.88 4.15 1.21
H 3.50 3.60 2.77
H 1.79 5.42 4.56
H 1.97 3.67 4.83
H 0.36 4.38 4.69
C 3.02 0.15 2.55
Si 2.21 -0.35 0.90
C 3.62 -0.15 -0.36
C 1.91 -2.23 1.13
C 0.96 -2.65 2.07
C 0.74 -4.00 2.32
C 1.44 -4.96 1.61
C 2.38 -4.57 0.66
C 2.61 -3.22 0.43
H 3.71 -0.63 2.90
H 2.27 0.33 3.32
H 3.59 1.08 2.43
H 4.51 -0.63 0.05
H 3.85 0.91 -0.49
H 3.42 -0.56 -1.35
H 0.40 -1.91 2.63
H 0.01 -4.30 3.06
H 1.28 -6.02 1.80
H 2.95 -5.31 0.12
H 3.36 -2.92 -0.29
F -6.05 3.52 -1.66
C -4.81 3.05 -1.55
C -4.26 2.78 -0.31
F -5.02 2.93 0.79
C -2.96 2.33 -0.20
F -2.53 1.93 1.00
C -2.11 2.20 -1.31
S -0.41 1.92 -1.19
C -2.73 2.39 -2.55
F -2.05 2.10 -3.68
C -4.04 2.81 -2.68
F -4.58 2.98 -3.90

HOMO (spin up / spin down) (eV): -6.4 / -6.4
Energy relative to the best compared isomer or geometry (same formula, charge and spin) (kcal/mol): 41.2
Net charge: 0
HOMO-LUMO gap (spin up / spin down) (eV): 5.81 / 5.81



# 3
Density functional theory data (ωB97M-V with the def2-TZVPD basis set) for a cluster of 2 separate species, C3H12N6 in total in a non-equilibrium geometry.

Atoms and positions in Å:
H -2.39 0.20 0.87
N -2.25 -0.64 0.27
N -1.11 -0.67 -0.31
N -0.52 0.48 -0.85
C -0.62 1.79 -0.26
C -0.02 0.34 -2.19
H 0.30 2.02 0.31
H -1.47 1.84 0.42
H -0.75 2.55 -1.03
H 0.93 -0.19 -2.15
H -0.73 -0.26 -2.77
H 0.14 1.29 -2.70
N 0.30 -2.52 0.95
C 0.36 -1.13 1.08
N 1.42 -0.49 0.55
N 1.95 0.50 1.28
H 0.51 -2.80 0.00
H -0.62 -2.87 1.20
H -0.02 -0.78 2.05
H 1.67 0.60 2.25
H 2.91 0.72 1.02

HOMO (spin up / spin down) (eV): -7.0 / -7.0
Energy relative to the best compared isomer or geometry (same formula, charge and spin) (kcal/mol): 104.3
Net charge: 0
HOMO-LUMO gap (spin up / spin down) (eV): 7.02 / 7.03



# 4
Density functional theory data (ωB97M-V with the def2-TZVPD basis set) for the ion CH2Br3N2 with charge +1 in a non-equilibrium geometry.

Atoms and positions in Å:
Br -1.95 -0.57 -0.12
N -0.46 0.70 -0.12
C 0.80 0.41 0.00
Br 2.06 1.81 -0.09
N 1.27 -0.86 -0.06
Br 3.05 -1.43 0.02
H -0.97 1.49 0.16
H 0.68 -1.55 0.26

HOMO (eV): -14.8
Energy relative to the best compared isomer or geometry (same formula, charge and spin) (kcal/mol): 0.0
Net charge: +1
HOMO-LUMO gap (eV): 8.98



# 5
Density functional theory data (ωB97M-V with the def2-TZVPD basis set) for the ion C7H10 with charge +1 in a non-equilibrium geometry.

Atoms and positions in Å:
C -0.87 -1.01 0.75
C -1.41 -2.17 0.39
C 1.08 -0.57 -0.70
C -0.08 -0.10 -0.09
C -0.40 1.31 0.01
C -0.71 2.07 1.06
C 2.08 0.40 -1.24
H -1.11 -0.46 1.66
H -1.08 -2.63 -0.53
H -2.14 -2.72 0.96
H 1.17 -1.61 -1.00
H -0.60 1.81 -0.94
H -1.06 3.09 0.96
H -0.58 1.73 2.08
H 1.65 1.21 -1.83
H 2.69 0.88 -0.47
H 2.76 -0.12 -1.91

Multiplicity: 2
HOMO (spin up / spin down) (eV): -14.4 / -14.5
Energy relative to the best compared isomer or geometry (same formula, charge and spin) (kcal/mol): 20.8
Net charge: +1
HOMO-LUMO gap (spin up / spin down) (eV): 9.56 / 6.66



# 6
Density functional theory data (ωB97M-V with the def2-TZVPD basis set) for the molecule C9H10BNO3 in a non-equilibrium geometry.

Atoms and positions in Å:
B 1.14 -2.91 -2.46
C -2.60 3.10 1.57
C -2.56 2.65 0.27
C -1.68 2.66 2.48
C -1.59 1.67 -0.04
C -0.74 1.61 2.13
C -0.70 1.15 0.85
C 2.45 -1.99 -0.44
C 2.15 -1.13 0.70
C 0.22 0.16 0.48
N 1.79 -2.39 -1.39
O 1.16 -0.36 1.21
O 0.57 -4.11 -2.29
O 1.29 -2.30 -3.67
H -3.13 3.96 1.72
H -3.00 3.10 -0.54
H -1.82 2.97 3.43
H -1.42 1.40 -1.07
H 0.03 1.27 2.84
H 3.44 -2.45 -0.25
H 2.71 -1.62 1.58
H 0.15 -0.09 -0.58
H 0.01 -4.62 -2.87
H 2.13 -1.73 -3.65

HOMO (spin up / spin down) (eV): -8.0 / -7.2
Energy relative to the best compared isomer or geometry (same formula, charge and spin) (kcal/mol): 82.6
Net charge: 0
HOMO-LUMO gap (spin up / spin down) (eV): 7.68 / 6.54